Entry 1:
Molecular formula: C11H18O5
Method: DFT, wB97M-V/def2-TZVPD

Geometry (Å):
1 O 1.21203 -2.14580 -2.73434
2 O 2.73372 0.53965 -1.22955
3 O -0.22448 -0.41285 -2.89833
4 O 0.36097 -0.62343 4.12601
5 O -1.02609 0.72132 2.80359
6 C 0.60312 -1.18901 -2.29427
7 C 1.60090 0.57362 -1.07427
8 C 0.98310 1.93336 -0.73673
9 C -1.59842 0.26932 -4.91037
10 C -0.60655 -0.79623 -4.24224
11 C -0.20787 0.26787 4.95707
12 C -0.79956 1.31143 4.07403
13 C -0.33958 -0.55158 2.89807
14 C 1.01215 -0.78355 -0.85833
15 C 0.63807 -0.78193 1.72863
16 C -0.05355 -1.03977 0.30856
17 H 0.60805 2.00054 0.27669
18 H 0.12311 2.17839 -1.34028
19 H 1.71676 2.75553 -0.85298
20 H -1.20742 1.30247 -4.79317
21 H -1.63319 0.00661 -5.92471
22 H -2.57272 0.31606 -4.40638
23 H 0.28106 -1.05784 -4.89355
24 H -1.14783 -1.72185 -3.96860
25 H 0.42457 0.64409 5.75480
26 H -1.11635 -0.29362 5.34230
27 H -0.02820 2.07943 4.03240
28 H -1.70893 1.63834 4.52476
29 H -1.01594 -1.43613 2.92498
30 H 1.81829 -1.43091 -0.60169
31 H 1.43325 -0.03738 1.72145
32 H 1.18346 -1.76888 1.92283
33 H -0.85947 -0.43925 0.04932
34 H -0.58648 -2.02801 0.31429

Kohn-Sham gap, eV: 10.09
SMILES: CCOC(=O)[C@H](CCC1OCCO1)C(C)=O
Charge: 0
2S+1: 1
Relative energy (zero: lowest compared OMol25 entry of this formula, charge and spin), kJ/mol: 178.42
LUMO level, eV: 0.778

Entry 2:
Molecular formula: C11H18OS
Method: DFT, wB97M-V/def2-TZVPD

Geometry (Å):
1 C -1.07441 -2.27361 1.35364
2 C -1.00113 -2.29551 -0.07079
3 C -0.52986 -1.27283 2.05559
4 C -0.37747 -1.30971 -0.77716
5 C 2.92227 1.31651 0.04584
6 C 0.12765 -0.09802 1.40721
7 C 0.17024 -0.19451 -0.09100
8 C -1.40681 -0.52207 -2.91360
9 C 0.22277 2.46236 1.68970
10 C -0.31471 -1.38277 -2.27618
11 C -0.56015 1.18548 1.94258
12 O 1.43015 1.17879 -2.08207
13 S 1.70399 0.56082 -0.81320
14 H -1.56730 -3.09344 1.85501
15 H -1.42731 -3.13783 -0.59436
16 H -0.58224 -1.25018 3.13349
17 H 2.76416 2.38227 0.08925
18 H 3.05790 0.85658 1.01588
19 H 1.16987 -0.03866 1.76349
20 H -1.17620 1.31505 -0.53430
21 H -2.39261 -0.85451 -2.59531
22 H -1.34473 -0.58748 -3.99702
23 H -1.27211 0.51466 -2.61813
24 H 1.18171 2.44406 2.20502
25 H -0.34567 3.31619 2.05286
26 H 0.39168 2.59899 0.62232
27 H 0.65170 -1.03161 -2.64175
28 H -0.44688 -2.42202 -2.58717
29 H -1.52889 1.25453 1.43820
30 H -0.73232 1.07416 3.01515
31 H 2.28667 -0.69569 -1.09318

Kohn-Sham gap (alpha / beta), eV: 7.22 / 7.19
Charge: 0
2S+1: 1
Relative energy (zero: lowest compared OMol25 entry of this formula, charge and spin), kJ/mol: 478.79
LUMO level (alpha / beta), eV: -1.004 / -0.640

Entry 3:
Molecular formula: C11H19BF2N5O4S2Tc
Method: DFT, wB97M-V/def2-TZVPD

Geometry (Å):
1 Tc -0.72025 -0.21612 0.20567
2 N 0.10808 0.88605 -1.47566
3 C -0.66120 2.15460 -1.41670
4 C -0.48333 2.77998 -0.04323
5 N -0.68569 1.78361 1.04876
6 C -1.87365 1.97109 1.92978
7 C -2.91573 0.88246 1.74003
8 N -2.27825 -0.46136 1.77799
9 H -0.06438 0.42826 -2.36662
10 H 1.10795 1.06492 -1.42083
11 H -0.33908 2.86196 -2.18382
12 H -1.70496 1.90368 -1.60132
13 H 0.53421 3.16592 0.04761
14 H -1.15908 3.62829 0.07218
15 H 0.12132 1.85625 1.65689
16 H -1.51854 1.96667 2.96298
17 H -2.33277 2.94632 1.75969
18 H -3.68455 0.98516 2.50937
19 H -3.39691 0.97229 0.76861
20 H -2.05216 -0.71353 2.73537
21 H -2.96417 -1.15513 1.47606
22 N 0.94564 0.39324 3.17643
23 C 1.74443 -0.09306 2.17116
24 N 1.26701 -0.45977 1.01421
25 C 2.31060 -0.93379 0.19416
26 C 2.16847 -1.50385 -1.06763
27 C 3.30562 -1.90796 -1.74368
28 C 4.57519 -1.75792 -1.18297
29 C 4.72630 -1.21941 0.08128
30 C 3.58136 -0.82095 0.75707
31 S 3.45995 -0.18869 2.37503
32 H 0.01804 -0.00539 3.15587
33 H 1.35466 0.42187 4.09794
34 H 1.18561 -1.66591 -1.48974
35 H 3.20633 -2.36208 -2.72028
36 H 5.44771 -2.08154 -1.73314
37 H 5.70398 -1.12364 0.53355
38 O -1.10567 -2.15388 -0.80868
39 S -2.52018 -1.79625 -1.06462
40 O -3.49401 -2.45890 -0.27106
41 O -2.58846 -0.31671 -1.05311
42 O -2.82579 -2.24789 -2.56011
43 F -1.07636 -1.03474 -3.58326
44 B -2.06891 -1.91397 -3.65536
45 F -2.35841 -2.46015 -4.80589

Kohn-Sham gap (alpha / beta), eV: 8.34 / 7.82
Charge: +1
2S+1: 2
Relative energy (zero: lowest compared OMol25 entry of this formula, charge and spin), kJ/mol: 0.00
LUMO level (alpha / beta), eV: -2.485 / -2.630
⟨S²⟩: 0.7529

Entry 4:
Molecular formula: C11H19BaO9
Method: DFT, wB97M-V/def2-TZVPD

Geometry (Å):
1 Ba -0.34293 0.19432 -0.70274
2 C 5.82022 0.49968 0.79265
3 C 4.57341 -0.29316 1.00346
4 C 3.89453 -0.10916 2.36928
5 O 3.70182 -0.23618 -0.11385
6 H 6.37833 0.26586 -0.11395
7 H 6.36732 0.43962 1.73349
8 H 5.57177 1.53767 0.57142
9 H 4.87870 -1.33818 0.95036
10 H 3.61138 0.91379 2.61730
11 H 4.55701 -0.35314 3.19977
12 H 2.96354 -0.66248 2.49260
13 C -2.04420 3.01065 -5.83099
14 C -1.64857 2.49582 -4.52395
15 O -0.44313 2.37621 -4.30989
16 O -2.49512 2.23675 -3.65935
17 H -1.91556 4.09291 -5.81547
18 H -3.07596 2.70914 -6.01173
19 H -1.34378 2.66743 -6.59238
20 C 0.04869 3.33975 3.79597
21 C -0.51743 3.36077 2.41278
22 O 0.25336 3.65332 1.46116
23 O -1.66547 2.92952 2.27657
24 H -0.41127 4.25093 4.17846
25 H 1.10324 3.58093 3.66240
26 H -0.22318 2.42668 4.32558
27 C -2.76473 -4.23489 -3.66213
28 C -1.39302 -4.05208 -2.94636
29 O -0.76431 -2.96841 -3.02780
30 O -1.00775 -5.05626 -2.34005
31 H -3.30960 -3.29526 -3.75327
32 H -3.42759 -4.80408 -3.01041
33 H -2.70617 -4.54726 -4.70476
34 C -3.51785 -2.19319 3.89371
35 C -2.66223 -2.11022 2.59282
36 O -3.23511 -1.93530 1.49207
37 O -1.42057 -2.08007 2.61919
38 H -2.97932 -1.90379 4.79612
39 H -3.95819 -3.16209 4.12919
40 H -4.45027 -1.64656 3.75277

Kohn-Sham gap, eV: 6.14
Charge: -3
2S+1: 1
Relative energy (zero: lowest compared OMol25 entry of this formula, charge and spin), kJ/mol: 518.64
LUMO level, eV: 6.570

Entry 5:
Molecular formula: C11H19Cl17
Method: DFT, wB97M-V/def2-TZVPD

Geometry (Å):
1 Cl 0.48877 -4.47427 -2.13893
2 C -1.12996 -3.78203 -1.85488
3 C -2.19104 -4.84027 -2.02064
4 Cl -2.03807 -6.10925 -0.79276
5 H -1.28052 -2.90230 -2.47504
6 H -1.12108 -3.40529 -0.83244
7 H -2.13607 -5.30578 -3.00178
8 H -3.18315 -4.42090 -1.86028
9 Cl 3.57219 1.68769 2.65299
10 C 3.83249 0.35465 3.79613
11 C 2.59556 -0.55199 3.80675
12 Cl 1.25611 0.16638 4.72024
13 H 3.98542 0.73841 4.80188
14 H 4.72610 -0.15661 3.45204
15 H 2.84009 -1.54547 4.18246
16 H 2.29899 -0.72751 2.77401
17 Cl -0.02639 3.41453 -2.42893
18 C -1.44622 4.33051 -2.92986
19 C -1.66397 5.53756 -2.01944
20 Cl -3.15188 6.35097 -2.54812
21 H -2.29571 3.65848 -2.84302
22 H -1.32676 4.69502 -3.94582
23 H -0.84072 6.23563 -2.14492
24 H -1.80181 5.25596 -0.98034
25 Cl -2.30164 -2.01288 1.31315
26 C -1.61423 -1.21187 2.75550
27 C -2.65922 -0.35918 3.47133
28 Cl -3.38168 0.84989 2.38628
29 H -0.78508 -0.57627 2.45744
30 H -1.28997 -1.99236 3.43930
31 H -2.19120 0.17676 4.29492
32 H -3.42980 -1.00386 3.88928
33 C 0.57335 0.05411 -1.35158
34 Cl -1.11484 -0.19961 -1.78009
35 Cl 1.60715 -0.63708 -2.62751
36 Cl 1.00411 -0.59570 0.23535
37 H 0.87549 1.08966 -1.27835
38 C -0.09396 3.65639 2.38442
39 Cl -0.61584 2.95005 3.93204
40 Cl -0.94106 5.16167 2.12415
41 Cl -0.41803 2.52615 1.03926
42 H 0.97151 3.83601 2.43052
43 C 3.10211 -3.15999 -4.79120
44 Cl 4.76967 -2.57985 -4.65582
45 Cl 3.03768 -4.90180 -5.02644
46 Cl 2.32289 -2.33548 -6.15876
47 H 2.61024 -2.93887 -3.85248

Kohn-Sham gap, eV: 10.96
SMILES: ClC(Cl)Cl.ClC(Cl)Cl.ClC(Cl)Cl.ClCCCl.ClCCCl.ClCCCl.ClCCCl
Charge: 0
2S+1: 1
Relative energy (zero: lowest compared OMol25 entry of this formula, charge and spin), kJ/mol: 0.00
LUMO level, eV: 0.354

Entry 6:
Molecular formula: C11H19ClN3O2Pd
Method: DFT, wB97M-V/def2-TZVPD

Geometry (Å):
1 Pd 0.10111 -0.15734 -4.55561
2 Cl 0.93470 0.48116 -2.38412
3 C 0.38705 -2.95407 -1.29813
4 C 0.86186 -4.26682 -0.71885
5 O 1.85703 -4.80381 -1.13751
6 N 0.05992 -4.81555 0.24126
7 C 0.27640 -6.13037 0.80968
8 H -0.31382 -3.14605 -2.11210
9 H 1.22501 -2.38938 -1.69435
10 H -0.13167 -2.33472 -0.55675
11 H -0.69483 -4.26693 0.61007
12 H 0.33868 -6.07670 1.89737
13 H 1.19071 -6.57426 0.43153
14 H -0.53466 -6.81657 0.55315
15 C 2.43190 -0.34985 1.18831
16 C 1.09106 0.02541 1.73134
17 O 0.75178 -0.11640 2.90441
18 N 0.12810 0.48984 0.85728
19 C -1.18405 0.90949 1.22309
20 H 2.87552 -1.07644 1.86155
21 H 3.09102 0.51967 1.16834
22 H 2.34705 -0.76575 0.18308
23 H 0.39737 0.45821 -0.14130
24 H -1.40962 1.84118 0.68978
25 H -1.25444 1.02611 2.29766
26 H -1.89355 0.15221 0.85944
27 N -2.44419 3.75980 -0.84646
28 C -2.58599 4.93463 -0.25935
29 C -1.51478 5.74577 0.12225
30 C -0.22439 5.28302 -0.08119
31 C -0.07590 4.10284 -0.79654
32 C -1.20661 3.40133 -1.18445
33 H -3.60148 5.25150 -0.04524
34 H -1.71657 6.69958 0.59200
35 H 0.65172 5.80236 0.28192
36 H 0.91454 3.69753 -0.97391
37 H -1.12597 2.45936 -1.71764

Kohn-Sham gap (alpha / beta), eV: 7.63 / 3.91
Charge: +1
2S+1: 3
LUMO level (alpha / beta), eV: -4.326 / -8.050
⟨S²⟩: 2.0275

The calculation returns the following DFT total energy values, one per record and in order: -806.052732 -903.088965 -2107.118793 -1133.127139 -8253.796782 -1333.036647 Ha.